Record 1
{
  "formula": "C2H3N4",
  "method": "ωB97M-V/def2-TZVPD",
  "species": ["C", "C", "N", "N", "N", "N", "H", "H", "H"],
  "coordinates": [[-1.72828, -0.02406, -0.11741], [-0.43919, -0.83780, 0.03030], [-2.90913, -0.28558, -0.02218], [-0.77318, 1.03026, -0.18175], [0.24717, 0.28824, 0.08297], [1.55794, 0.47273, 0.03602], [0.03827, -1.71175, -0.38744], [1.93277, 1.44051, 0.24973], [2.07362, -0.37254, 0.30975]],
  "relative_energy_kcal_mol": 26.0,
  "charge": 1,
  "lumo_energy_ev": [-6.626, -7.447],
  "homo_lumo_gap_ha": [0.33406, 0.33139],
  "homo_ev": [-15.7, -16.5],
  "spin_multiplicity": 3
}

***

Record 2
{
  "formula": "C2H3N4O",
  "method": "ωB97M-V/def2-TZVPD",
  "species": ["C", "C", "N", "N", "N", "N", "O", "H", "H", "H"],
  "coordinates": [[0.02693, -0.20645, -0.32890], [-0.83082, -0.47510, -1.40709], [1.13919, -0.26449, 0.15414], [-0.89847, 0.84612, 1.24123], [-0.17775, 1.02445, 2.07125], [1.44645, 0.27580, 1.30611], [2.53682, 0.42389, 1.69642], [-0.38129, -0.93150, -2.22934], [-1.39249, 0.38962, -1.76920], [-1.46855, -1.08233, -0.73461]],
  "relative_energy_kcal_mol": 125.5,
  "charge": 1,
  "lumo_energy_ev": -7.260,
  "homo_lumo_gap_ha": 0.31739,
  "homo_ev": -15.9,
  "spin_multiplicity": 1
}

***

Record 3
{
  "formula": "C2H3N4OS",
  "method": "ωB97M-V/def2-TZVPD",
  "species": ["C", "C", "N", "N", "N", "N", "O", "S", "H", "H", "H"],
  "coordinates": [[-3.01714, 0.35985, -0.31248], [0.08157, -0.69151, 0.07613], [-4.01652, 1.20037, -0.72198], [-3.72253, 1.46888, -2.00603], [-2.63230, 0.97366, -2.39556], [-2.13227, 0.22841, -1.39013], [-2.81150, -0.11770, 0.81920], [-0.75858, -1.01886, -1.57241], [0.52180, -1.60496, 0.50737], [-0.74179, -0.14329, 0.60480], [0.93671, -0.02902, -0.14706]],
  "relative_energy_kcal_mol": 1.8,
  "charge": -1,
  "lumo_energy_ev": 3.162,
  "homo_lumo_gap_ha": 0.25382,
  "homo_ev": -3.7,
  "smiles": "CSn1nnnc1[O-]",
  "spin_multiplicity": 1
}

***

Record 4
{
  "formula": "C2H3N5O",
  "method": "ωB97M-V/def2-TZVPD",
  "species": ["C", "C", "H", "H", "H", "N", "N", "N", "N", "N", "O"],
  "coordinates": [[-1.05963, 1.04969, -0.13273], [0.30029, 0.36601, 0.06547], [-3.43421, -0.95946, 0.71654], [-1.09142, 2.10581, -0.53014], [-0.02680, -1.70398, -0.12450], [-2.19807, 0.54559, -0.22432], [1.38128, 1.04643, 0.25704], [2.37591, 0.16262, 0.17487], [1.88324, -0.98302, -0.15462], [0.59715, -0.88081, -0.28444], [-2.39601, -0.89654, 0.24525]],
  "relative_energy_kcal_mol": 108.4,
  "lumo_energy_ev": 0.060,
  "homo_lumo_gap_ha": 0.39987,
  "homo_ev": -10.8,
  "smiles": "O/N=C\\c1nnn[nH]1",
  "spin_multiplicity": 1
}

***

Record 5
{
  "formula": "C2H3N5O",
  "method": "ωB97M-V/def2-TZVPD",
  "species": ["C", "C", "H", "H", "H", "N", "N", "N", "N", "N", "O"],
  "coordinates": [[2.51784, 0.18684, 0.31718], [-0.97113, 0.61102, -0.08503], [3.43584, 0.87467, 0.07767], [2.93730, -1.05937, 0.52581], [-2.35684, 1.62810, 0.52982], [1.46951, 0.72862, -0.18251], [0.32279, 0.07219, -0.38554], [-0.88038, -1.52719, 0.11952], [-1.77748, -0.55095, 0.09010], [-1.33816, 1.77777, 0.11032], [0.26619, -1.21671, -0.09869]],
  "relative_energy_kcal_mol": 175.5,
  "lumo_energy_ev": -0.323,
  "homo_lumo_gap_ha": 0.33999,
  "homo_ev": -9.6,
  "smiles": "[H]/N=c1\\nnon1N=C",
  "spin_multiplicity": 1
}

***

Record 6
{
  "formula": "C2H3N5O",
  "method": "ωB97M-V/def2-TZVPD",
  "species": ["C", "C", "H", "H", "H", "N", "N", "N", "N", "N", "O"],
  "coordinates": [[0.12386, 0.69206, -0.08636], [0.14333, -1.12185, 1.41110], [-1.52967, -0.40164, -1.12241], [-1.30480, 0.74921, -2.83534], [-0.54345, -2.07654, 1.39339], [-0.96599, 0.61750, -1.86680], [0.01750, 1.27248, -1.25148], [1.32533, 1.14904, 0.66908], [2.00517, 0.38170, 1.49337], [1.36185, -1.01457, 1.79777], [-0.63313, -0.24737, 0.39766]],
  "relative_energy_kcal_mol": 171.5,
  "lumo_energy_ev": -0.780,
  "homo_lumo_gap_ha": 0.27780,
  "homo_ev": -8.3,
  "spin_multiplicity": 1
}

***

Record 7
{
  "formula": "C2H3N5O",
  "method": "ωB97M-V/def2-TZVPD",
  "species": ["C", "C", "H", "H", "H", "N", "N", "N", "N", "N", "O"],
  "coordinates": [[0.47648, 0.37292, -1.21753], [-0.25860, -0.05188, -0.05050], [1.40821, 2.18680, -2.21182], [0.41873, 2.43140, -0.63609], [1.44043, -1.68370, 0.80528], [0.46127, 1.67912, -1.61234], [-1.18625, 0.59984, 0.67136], [-1.22387, -0.14239, 1.90052], [-0.34849, -1.15316, 1.79926], [0.21517, -1.20069, 0.47018], [1.25006, -0.41747, -1.61901]],
  "relative_energy_kcal_mol": 126.0,
  "lumo_energy_ev": -0.920,
  "homo_lumo_gap_ha": 0.35553,
  "homo_ev": -10.6,
  "spin_multiplicity": 1
}

***

Record 8
{
  "formula": "C2H3NO",
  "method": "ωB97M-V/def2-TZVPD",
  "species": ["C", "C", "N", "O", "H", "H", "H"],
  "coordinates": [[-3.80848, -0.16714, -0.47871], [-0.38108, -0.72136, -0.45938], [-0.20466, 0.22019, 0.34022], [-3.92268, 0.87336, -0.10566], [-1.00315, -1.54226, -0.15427], [-0.02709, -0.50285, -1.51590], [-0.76659, 0.17906, 1.22118]],
  "relative_energy_kcal_mol": 28.0,
  "lumo_energy_ev": 1.158,
  "homo_lumo_gap_ha": 0.40703,
  "homo_ev": -9.9,
  "spin_multiplicity": 1
}

***

Record 9
{
  "formula": "C2H3NO",
  "method": "ωB97M-V/def2-TZVPD",
  "species": ["C", "C", "N", "O", "H", "H", "H"],
  "coordinates": [[2.84503, 0.64936, 0.10999], [-1.40684, 0.17778, 0.09980], [-0.41420, -0.49431, 0.45230], [2.62080, -0.37024, -0.31569], [-1.77016, 0.31511, -0.92416], [-1.97073, 0.68076, 0.87566], [0.09611, -0.95846, -0.29790]],
  "relative_energy_kcal_mol": 22.1,
  "lumo_energy_ev": 1.128,
  "homo_lumo_gap_ha": 0.41218,
  "homo_ev": -10.1,
  "spin_multiplicity": 1
}

***

Record 10
{
  "formula": "C2H3NO",
  "method": "ωB97M-V/def2-TZVPD",
  "species": ["C", "C", "N", "O", "H", "H", "H"],
  "coordinates": [[0.96084, 0.41464, -0.01599], [-0.85289, -0.27300, -0.07054], [-0.16825, 1.00750, -0.06858], [0.65591, -0.88978, -0.07315], [1.90347, 0.75836, 0.12854], [-0.95896, -0.54149, 0.96691], [-1.54014, -0.47622, -0.86719]],
  "relative_energy_kcal_mol": 50.7,
  "lumo_energy_ev": 1.042,
  "homo_lumo_gap_ha": 0.41127,
  "homo_ev": -10.1,
  "spin_multiplicity": 1
}

***

Record 11
{
  "formula": "C2H3NO2",
  "method": "ωB97M-V/def2-TZVPD",
  "species": ["C", "C", "N", "O", "O", "H", "H", "H"],
  "coordinates": [[1.13145, 0.82157, -2.27675], [-0.75422, 0.60643, 0.95528], [-0.13963, -0.16178, 0.18940], [0.61852, -0.20549, -2.27802], [0.42920, -1.33702, 0.81964], [-1.16373, 1.46960, 0.47753], [-0.94863, 0.66328, 2.01509], [0.82706, -1.85658, 0.09783]],
  "relative_energy_kcal_mol": 68.8,
  "lumo_energy_ev": 1.016,
  "homo_lumo_gap_ha": 0.42198,
  "homo_ev": -10.5,
  "spin_multiplicity": 1
}

***

Record 12
{
  "formula": "C2H3NO2",
  "method": "ωB97M-V/def2-TZVPD",
  "species": ["C", "C", "N", "O", "O", "H", "H", "H"],
  "coordinates": [[1.77321, -0.54292, 0.09615], [-1.23684, 0.50733, -0.14354], [-0.72647, -0.67400, -0.83270], [2.53151, 0.34036, -0.15035], [-1.37268, -0.79473, 0.36782], [1.59584, -1.15713, 1.05688], [-0.57558, 1.23191, 0.24483], [-1.98901, 1.08918, -0.63909]],
  "relative_energy_kcal_mol": 149.4,
  "lumo_energy_ev": [0.073, 0.276],
  "homo_lumo_gap_ha": [0.30608, 0.36113],
  "homo_ev": [-8.3, -9.6],
  "spin_multiplicity": 1
}

***

Record 13
{
  "formula": "C2H3NO2",
  "method": "ωB97M-V/def2-TZVPD",
  "species": ["C", "C", "N", "O", "O", "H", "H", "H"],
  "coordinates": [[-0.16748, 0.00829, -0.94325], [-1.73130, 0.63022, 1.48846], [0.66156, -0.17378, -0.01547], [1.60852, -1.15828, -0.26551], [-1.47058, 1.64864, 1.90062], [-0.16254, -0.55589, -1.87208], [-0.92699, 0.75492, -0.80021], [2.18883, -1.15411, 0.50744]],
  "relative_energy_kcal_mol": 60.2,
  "lumo_energy_ev": 1.082,
  "homo_lumo_gap_ha": 0.41931,
  "homo_ev": -10.3,
  "spin_multiplicity": 1
}

***

Record 14
{
  "formula": "C2H3NO2",
  "method": "ωB97M-V/def2-TZVPD",
  "species": ["C", "C", "H", "H", "H", "N", "O", "O"],
  "coordinates": [[-0.18835, 0.03733, 0.50802], [0.31428, 0.40870, -1.00414], [-0.95716, 0.51783, 2.27068], [-0.92389, 1.86558, 1.03640], [0.46075, 1.51300, -1.40443], [-0.72996, 0.90583, 1.43386], [-0.01487, -1.17032, 0.69780], [0.73668, -0.44386, -1.81817]],
  "relative_energy_kcal_mol": 34.1,
  "lumo_energy_ev": -0.229,
  "homo_lumo_gap_ha": 0.35805,
  "homo_ev": -10.0,
  "smiles": "NC(=O)C=O",
  "spin_multiplicity": 1
}

***

Record 15
{
  "formula": "C2H3NO2",
  "method": "ωB97M-V/def2-TZVPD",
  "species": ["O", "C", "N", "C", "O", "H", "H", "H"],
  "coordinates": [[2.47515, 0.86864, -0.30095], [1.43357, 0.91161, -0.75299], [0.22282, -0.54033, 0.62095], [-0.97678, -0.39492, 0.23657], [-1.27363, 0.39414, -0.79393], [-0.40117, 0.75684, -1.08388], [0.39181, -1.13839, 1.41756], [-1.87178, -0.85760, 0.65667]],
  "relative_energy_kcal_mol": 23.7,
  "lumo_energy_ev": 0.999,
  "homo_lumo_gap_ha": 0.41029,
  "homo_ev": -10.2,
  "spin_multiplicity": 1
}

***

Record 16
{
  "formula": "C2H3NO2",
  "method": "ωB97M-V/def2-TZVPD",
  "species": ["C", "C", "N", "O", "O", "H", "H", "H"],
  "coordinates": [[-1.08481, 0.31897, 1.02737], [-0.40476, 0.18410, -0.22894], [1.97075, 0.15339, -0.12123], [0.87102, 0.85234, -0.29047], [1.85097, -1.02447, 0.08007], [-2.13766, 0.04376, 0.89336], [-0.14645, -0.91160, -0.18103], [-0.91905, 0.38351, -1.17913]],
  "relative_energy_kcal_mol": 166.4,
  "lumo_energy_ev": [-0.877, -0.877],
  "homo_lumo_gap_ha": [0.31779, 0.31780],
  "homo_ev": [-9.5, -9.5],
  "spin_multiplicity": 1
}

***

Record 17
{
  "formula": "C2H3NO2",
  "method": "ωB97M-V/def2-TZVPD",
  "species": ["C", "C", "N", "O", "O", "H", "H", "H"],
  "coordinates": [[1.58156, -0.40240, -0.13298], [-1.48650, 0.20098, 0.06189], [-2.20566, -0.73365, -0.01755], [1.97485, 0.83058, 0.08887], [-1.00935, 1.23319, -0.08092], [2.58626, -0.97820, -0.25881], [1.21549, 1.46582, 0.36886], [-2.65665, -1.61632, -0.02937]],
  "relative_energy_kcal_mol": 83.3,
  "lumo_energy_ev": 0.828,
  "homo_lumo_gap_ha": 0.35094,
  "homo_ev": -8.7,
  "spin_multiplicity": 1
}

***

Record 18
{
  "formula": "C2H3NO2",
  "method": "ωB97M-V/def2-TZVPD",
  "species": ["C", "C", "N", "O", "O", "H", "H", "H"],
  "coordinates": [[-1.57262, 0.98837, 0.11452], [-2.16446, -0.05974, 0.28957], [1.74138, 0.32001, -0.22880], [2.84862, 0.30364, 0.13790], [1.15965, -0.87618, -0.44967], [-0.85128, 1.61465, -0.03410], [-2.86345, -0.72327, 0.37434], [1.70216, -1.56749, -0.20376]],
  "relative_energy_kcal_mol": 136.7,
  "lumo_energy_ev": 0.320,
  "homo_lumo_gap_ha": 0.39847,
  "homo_ev": -10.5,
  "smiles": "O=NO.C#C",
  "spin_multiplicity": 1
}

***

Record 19
{
  "formula": "C2H3NO2P2",
  "method": "ωB97M-V/def2-TZVPD",
  "species": ["C", "C", "N", "O", "O", "P", "P", "H", "H", "H"],
  "coordinates": [[-0.20290, -0.04798, 0.09123], [-1.74783, -0.10519, -0.07475], [0.62967, 0.92387, 0.37483], [0.31176, -1.23793, -0.15820], [3.22488, 1.57992, 0.28584], [1.95929, -1.35659, -0.30529], [2.16519, 0.64747, 0.01369], [-2.29618, -0.48915, 0.84025], [-2.05047, 0.87482, -0.18802], [-1.99342, -0.78924, -0.87958]],
  "lumo_energy_ev": [0.337, -2.776],
  "homo_lumo_gap_ha": [0.23250, 0.28865],
  "homo_ev": [-6.0, -10.6],
  "spin_multiplicity": 3
}

***

Record 20
{
  "formula": "C2H3NO2S",
  "method": "ωB97M-V/def2-TZVPD",
  "species": ["C", "C", "H", "H", "H", "N", "O", "O", "S"],
  "coordinates": [[1.12400, 0.03887, -0.07199], [-0.97577, -0.67087, 0.09615], [0.41996, 1.99915, -0.27407], [-1.74660, -1.29874, -0.42637], [-1.05011, -0.70059, 1.19172], [0.22930, 1.08505, 0.12933], [-1.07051, 0.64295, -0.33199], [0.33675, -1.06223, -0.22576], [2.73299, -0.03360, -0.08702]],
  "relative_energy_kcal_mol": 63.1,
  "lumo_energy_ev": 0.667,
  "homo_lumo_gap_ha": 0.35884,
  "homo_ev": -9.1,
  "smiles": "S=C1NOCO1",
  "spin_multiplicity": 1
}